Density functional theory data (ωB97M-V/def2-TZVPD) for the molecule C3H7NO in a non-equilibrium geometry.

Atoms and positions in Å:
C 0.41 -0.37 -0.82
C -0.71 -0.71 0.14
N 1.21 0.72 -0.17
C -1.04 0.61 0.87
O -1.00 0.75 2.07
H 2.02 0.98 -0.72
H 1.56 0.40 0.73
H -1.51 1.35 0.21
H 1.02 -1.27 -1.04
H 0.02 0.05 -1.75
H -1.59 -1.06 -0.39
H -0.38 -1.44 0.88

The energy above the lowest of the compared OMol25 structures with the same formula, charge and spin comes out at 127.1 kJ/mol. The frontier orbital gap comes out at 0.383 hartree. The value obtained for the total energy is -248.4781 Ha. Its structure (SMILES) is NCCC=O. The value obtained for the max |F| is 1.66 eV/A. Its spin multiplicity is 1.

***

Density functional theory data (ωB97M-V/def2-TZVPD) for the molecule O2 in a non-equilibrium geometry.

Atoms and positions in Å:
O -0.28 0.58 -0.06
O 0.28 -0.58 0.06

The energy above the lowest of the compared OMol25 structures with the same formula, charge and spin comes out at 34.0 kJ/mol. The frontier orbital gap comes out at 0.288 hartree. The value obtained for the total energy is -150.2836 Ha. Its structure (SMILES) is O=O. The value obtained for the max |F| is 6.17 eV/A. Its spin multiplicity is 1.

***

Density functional theory data (ωB97M-V/def2-TZVPD) for a structure of composition C20H41GeN4O2P2V in a non-equilibrium geometry.

Atoms and positions in Å:
V -0.90 -0.49 0.59
N 0.38 -1.42 -0.68
C 1.42 -0.46 -1.07
C 2.69 -0.88 -0.37
C 3.82 0.10 -0.13
C 5.16 0.00 -0.79
N 4.96 -0.03 -2.17
C 5.77 0.48 -3.08
N 5.24 0.44 -4.34
N 6.97 1.15 -2.75
C 1.55 -0.40 -2.64
O 0.38 -0.29 -3.08
O 2.62 -0.45 -3.27
H 0.73 -2.34 -0.43
H -0.18 -1.55 -1.59
H 1.01 0.59 -0.82
H 3.09 -1.83 -0.81
H 2.25 -1.18 0.63
H 4.04 0.12 0.94
H 3.35 1.07 -0.33
H 5.76 -0.90 -0.53
H 5.83 0.84 -0.58
H 3.96 -0.29 -2.58
H 4.38 -0.18 -4.48
H 5.85 0.54 -5.17
H 7.54 0.70 -2.06
H 7.42 1.64 -3.54
C 0.71 1.95 3.03
P -0.71 1.42 1.98
C -2.19 1.75 3.05
C -1.05 2.62 0.64
C -0.68 4.01 0.82
C -1.12 4.91 -0.12
C -1.76 4.54 -1.29
C -2.07 3.20 -1.56
C -1.70 2.24 -0.55
P -2.36 0.53 -0.72
C -4.11 0.71 -0.27
C -2.45 0.15 -2.48
H 1.37 1.08 3.24
H 0.29 2.35 3.98
H 1.28 2.73 2.47
H -2.32 2.78 3.48
H -2.16 1.04 3.89
H -3.09 1.56 2.44
H 0.01 4.23 1.66
H -0.78 5.90 0.07
H -2.06 5.27 -2.04
H -2.38 2.84 -2.52
H -4.50 1.66 -0.68
H -4.24 0.71 0.78
H -4.59 -0.11 -0.81
H -2.69 1.09 -3.01
H -3.19 -0.66 -2.65
H -1.46 -0.12 -2.78
C -2.49 -4.25 0.33
Ge -2.81 -3.29 2.02
C -2.11 -4.46 3.50
C -4.66 -2.88 2.50
C -1.54 -1.67 2.07
H -1.60 -4.94 0.37
H -2.36 -3.57 -0.51
H -3.42 -4.85 0.20
H -2.93 -4.64 4.18
H -1.39 -3.83 4.05
H -1.67 -5.47 3.24
H -5.21 -3.80 2.77
H -5.11 -2.48 1.58
H -4.84 -2.19 3.34
H -0.79 -2.07 2.80
H -2.20 -0.96 2.61

The frontier orbital gap (alpha / beta) comes out at 0.298 / 0.303 hartree. The value obtained for the total energy is -4859.2493 Ha. The charge is +2. The value obtained for the max |F| is 4.52 eV/A. Its spin multiplicity is 3.

***

Density functional theory data (ωB97M-V/def2-TZVPD) for a structure of composition C35H36N7P2SZn in a non-equilibrium geometry.

Atoms and positions in Å:
Zn -1.21 0.58 0.62
C -2.02 2.84 -2.97
C -0.76 3.12 -3.51
C 0.35 2.79 -2.77
C 0.22 2.15 -1.52
N -1.01 1.82 -1.05
C -2.08 2.18 -1.77
N 1.39 1.93 -0.86
C 1.50 1.49 0.34
N 0.47 1.16 1.17
C 0.90 1.08 2.45
N 0.15 1.21 3.50
C -1.15 1.60 3.46
C -1.65 2.07 4.69
C -2.95 2.51 4.79
C -3.74 2.49 3.65
C -3.19 2.02 2.47
N -1.94 1.57 2.36
C 2.37 1.07 2.44
C 3.30 0.89 3.44
C 4.64 1.01 3.09
C 5.02 1.33 1.79
C 4.08 1.51 0.78
C 2.75 1.36 1.11
H -2.92 3.11 -3.50
H -0.67 3.59 -4.48
H 1.34 2.98 -3.13
H -3.04 1.92 -1.35
H -0.97 2.08 5.53
H -3.34 2.86 5.73
H -4.76 2.83 3.67
H -3.78 2.00 1.56
H 2.99 0.68 4.45
H 5.40 0.87 3.84
H 6.06 1.43 1.56
H 4.38 1.76 -0.22
C -2.70 -1.27 3.86
P -1.82 -1.49 2.26
C -0.51 -2.69 2.74
C -3.00 -2.57 1.37
C -3.78 -3.51 2.04
C -4.69 -4.29 1.35
C -4.86 -4.12 -0.01
C -4.08 -3.20 -0.69
C -3.14 -2.43 -0.02
P -1.90 -1.44 -0.94
C -2.80 -0.88 -2.44
C -1.02 -2.90 -1.63
H -2.83 -2.21 4.38
H -3.67 -0.82 3.65
H -2.12 -0.59 4.49
H -0.93 -3.56 3.23
H 0.19 -2.19 3.42
H 0.03 -3.00 1.85
H -3.66 -3.66 3.10
H -5.27 -5.03 1.88
H -5.57 -4.72 -0.55
H -4.21 -3.09 -1.76
H -3.09 -1.72 -3.07
H -2.12 -0.25 -3.01
H -3.67 -0.31 -2.15
H -1.76 -3.63 -1.96
H -0.39 -3.35 -0.87
H -0.40 -2.58 -2.47
N 2.56 -2.11 -0.91
C 2.56 -1.20 -1.92
S 1.12 -0.54 -2.42
N 3.74 -0.96 -2.52
C 4.00 0.10 -3.42
C 3.66 1.40 -3.07
C 3.97 2.45 -3.91
C 4.62 2.20 -5.11
C 4.96 0.91 -5.46
C 4.66 -0.15 -4.62
H 1.71 -2.16 -0.37
H 3.42 -2.37 -0.45
H 4.49 -1.61 -2.37
H 3.14 1.59 -2.14
H 3.73 3.46 -3.63
H 4.85 3.02 -5.78
H 5.48 0.73 -6.39
H 4.94 -1.15 -4.89

The energy above the lowest of the compared OMol25 structures with the same formula, charge and spin comes out at 23.2 kJ/mol. The frontier orbital gap comes out at 0.261 hartree. The value obtained for the total energy is -4598.7708 Ha. The charge is +1. The value obtained for the max |F| is 1.42 eV/A. Its spin multiplicity is 1.

***

Density functional theory data (ωB97M-V/def2-TZVPD) for the ion C10H12N3O2S with charge +1 in a non-equilibrium geometry.

Atoms and positions in Å:
C -0.32 -1.89 1.99
C -1.18 -2.46 0.86
C -2.00 -1.38 0.11
N -1.40 -0.04 0.17
C -0.34 0.23 -0.69
C 0.29 -0.72 -1.48
N 1.33 -0.36 -2.25
C 1.81 0.88 -2.33
C 1.22 1.87 -1.57
C 0.17 1.54 -0.74
C -0.46 2.63 0.09
O -1.23 3.42 -0.37
O -0.11 2.70 1.39
N 0.81 1.66 1.76
C 1.96 2.08 1.97
S 3.43 2.53 2.01
H -0.81 -1.07 2.50
H -0.15 -2.68 2.72
H 0.65 -1.55 1.62
H -0.52 -2.99 0.17
H -1.89 -3.18 1.26
H -2.96 -1.31 0.60
H -2.19 -1.69 -0.93
H -2.12 0.66 0.02
H 0.00 -1.75 -1.49
H 1.78 -1.08 -2.80
H 2.65 1.09 -2.97
H 1.60 2.89 -1.61

The frontier orbital gap comes out at 0.310 hartree. The value obtained for the total energy is -1100.8697 Ha. The charge is +1. The value obtained for the max |F| is 1.21 eV/A. Its spin multiplicity is 1.